Entry from the Open Molecules 2025 dataset: a single C11H11NO2 molecule at a distorted geometry (ωB97M-V/def2-TZVPD).

The geometry in XYZ format:
```
25
Properties=species:S:1:pos:R:3:forces:R:3:lowdin_charge:R:1
C 2.67489 -1.81674 -1.70637 -0.65 1.48 2.10 -0.036
C 2.44296 -2.35549 -0.39722 -1.52 1.98 -2.97 -0.033
C 2.01284 -0.62546 -2.09650 -0.38 -2.27 0.30 0.003
C 1.38108 -1.84454 0.34143 0.87 0.26 0.11 -0.035
C 0.90661 -0.21873 -1.35382 0.43 -0.05 0.36 -0.116
C 0.64838 -0.74992 -0.05033 0.24 1.14 -2.71 -0.133
C -0.07164 0.78467 -1.82525 -1.46 2.50 3.40 -0.165
C -1.03411 0.94467 -0.26889 0.93 -0.92 -4.15 -0.012
C -0.44968 -0.02419 0.67614 0.93 0.07 1.03 -0.299
C 0.00927 0.61184 2.02457 0.07 0.39 -0.15 -0.029
C -2.94645 1.59519 1.03163 0.32 3.05 -0.37 0.017
N -2.19964 1.52385 -0.22933 0.76 0.35 1.06 -0.284
O -0.15665 1.55228 -2.74216 0.27 -1.66 0.65 0.127
O -2.74968 2.18191 -1.13578 0.00 0.29 -0.98 -0.037
H 3.38873 -2.20451 -2.37839 0.92 -0.52 -0.36 0.083
H 2.96508 -3.17624 -0.03475 0.91 -1.39 0.44 0.081
H 2.27163 -0.19476 -3.04640 -0.22 0.26 -0.24 0.115
H 1.20107 -2.32510 1.25825 -0.38 -0.34 1.31 0.102
H -1.06591 -0.82934 0.97836 -1.59 -0.63 0.10 0.131
H -0.61550 1.57515 2.12398 1.58 -1.41 0.44 0.095
H 1.13078 0.70074 2.08906 -1.20 0.64 -0.25 0.097
H -0.22650 -0.12777 2.79695 -0.20 0.50 0.22 0.072
H -2.86155 2.61018 1.53224 0.55 -1.18 -0.69 0.135
H -3.94618 1.58128 0.75496 -1.89 -0.43 -0.57 0.074
H -2.70981 0.83103 1.65763 0.71 -2.11 1.92 0.049
```
Positions in Å, forces in eV/Å.

LUMO level (spin up / spin down), eV: -0.37 / -0.37
E, eV: -17166.3944
SMILES: C[C@H]1/C(=[N+](\C)[O-])C(=O)c2ccccc21

=====

Entry from the Open Molecules 2025 dataset: a single C5H9NO2 molecule at a distorted geometry (ωB97M-V/def2-TZVPD).

The geometry in XYZ format:
```
17
Properties=species:S:1:pos:R:3:forces:R:3:lowdin_charge:R:1
C 0.15134 0.64883 -0.10014 -2.98 -0.05 -0.42 -0.336
C -1.29651 -0.23456 -0.59913 1.96 1.12 2.40 -0.183
C 0.95136 -1.28740 -0.24879 -0.14 0.67 0.26 -0.319
C 1.02194 -0.15802 0.83894 -0.68 -0.63 0.39 -0.025
C 0.17482 2.11244 -0.34796 0.47 0.08 -0.21 -0.042
N 0.03561 -0.39796 -1.05635 1.26 -1.39 -2.08 0.008
O -1.79412 -1.00496 0.47694 0.08 -0.61 -0.35 -0.045
O 0.48039 -2.53410 0.08474 -0.20 -0.19 0.02 0.017
H -2.29899 -0.44323 1.07195 0.10 0.07 -0.10 0.103
H -0.40488 -2.42816 0.46816 0.15 0.02 0.02 0.083
H -2.01453 -0.10500 -1.40409 0.01 0.60 0.24 0.134
H 1.88828 -1.42934 -0.78917 -0.12 0.07 0.00 0.146
H 0.53926 -0.46188 1.77024 0.10 0.03 0.11 0.110
H 2.00709 0.25630 1.05534 -0.06 0.08 -0.11 0.112
H -0.29879 2.33648 -1.30195 0.03 0.07 -0.02 0.082
H 1.20840 2.47257 -0.35788 0.00 0.13 -0.11 0.077
H -0.35068 2.65798 0.43915 0.01 -0.07 -0.04 0.078
```
Positions in Å, forces in eV/Å.

LUMO level, eV: 0.68
E, eV: -10912.7238
SMILES: C[C@]12C[C@@H](O)N1[C@H]2O

=====

Entry from the Open Molecules 2025 dataset: C7H7N3 as an isolated structure at a distorted geometry (ωB97M-V/def2-TZVPD).

The geometry in XYZ format:
```
17
Properties=species:S:1:pos:R:3:forces:R:3:lowdin_charge:R:1
C -2.76019 1.04241 -0.93927 1.17 0.20 1.07 0.129
C -1.67702 0.57696 -0.61602 -0.03 -0.27 -1.32 -0.101
C 1.33038 1.71842 -0.32548 0.91 2.39 0.30 -0.146
C 1.77915 -0.44882 -0.09061 0.10 1.45 0.40 -0.289
C 1.24241 -1.69666 -0.06824 2.66 -1.68 0.10 0.012
C -0.17074 -1.50440 -0.17514 -1.21 1.00 -1.73 -0.149
C -0.41722 -0.07067 -0.60063 -0.67 0.21 1.55 -0.210
N 2.62854 1.53172 -0.08186 0.48 -0.45 0.31 0.021
N 2.91388 0.21741 0.09865 0.35 1.08 -0.50 0.051
N 0.74290 0.54042 -0.30773 -0.53 -1.58 -1.00 0.020
H -3.58659 1.69271 -0.78812 -0.43 -0.16 -0.31 0.027
H 0.87124 2.74816 -0.43866 0.52 -1.81 0.08 0.149
H 1.82825 -2.68930 -0.00548 -1.25 1.99 0.00 0.156
H -2.04709 -0.27586 2.42072 0.84 0.58 -0.52 0.063
H -0.64234 -2.05851 -0.95119 -0.92 -1.45 0.21 0.131
H -0.53720 -1.44626 0.82838 -1.12 -0.95 0.70 0.102
H -1.49838 0.12229 2.04069 -0.86 -0.55 0.65 0.034
```
Positions in Å, forces in eV/Å.

LUMO level (spin up / spin down), eV: -0.98 / -0.94
E, eV: -11836.3006

=====

Entry from the Open Molecules 2025 dataset: C13H14BrF6IN2O6S4Ti as an isolated structure (ωB97M-V/def2-TZVPD).

The geometry in XYZ format:
```
48
Properties=species:S:1:pos:R:3:forces:R:3:lowdin_charge:R:1
Ti -1.45492 0.17902 -0.97670 0.02 0.01 -0.03 0.675
F -0.20087 -0.79997 2.85041 0.01 -0.01 0.00 0.120
C -1.53531 -0.73822 2.81001 0.00 0.00 0.02 -0.726
F -2.00671 -0.95658 4.03796 0.00 0.00 -0.01 0.124
F -1.97214 -1.71976 2.00717 0.00 -0.01 -0.01 0.104
S -2.13850 0.92764 2.18773 -0.09 0.04 0.02 0.904
O -1.39360 0.81468 0.82188 0.05 -0.02 0.09 -0.648
O -1.42113 1.86807 3.03989 0.00 -0.04 -0.01 -0.425
N -2.26501 -1.42397 -1.25316 -0.01 -0.17 0.05 -0.291
S -1.51388 -1.84714 -2.53978 -0.09 -0.11 0.07 0.522
O -0.91695 -3.14541 -2.57784 0.01 0.01 -0.01 -0.256
O -0.63411 -0.69562 -2.85782 0.03 0.06 -0.04 -0.404
C -2.75330 -1.83643 -3.90421 0.00 0.01 -0.01 -0.684
F -3.36837 -0.65696 -3.95531 0.00 0.00 0.00 0.131
F -3.65835 -2.78812 -3.70057 0.00 0.00 0.01 0.150
F -2.14098 -2.05626 -5.06405 -0.01 0.00 0.00 0.152
C -5.11729 3.64603 -1.97894 0.00 0.00 0.00 -0.069
O -3.76357 3.40795 -2.40319 0.00 0.03 -0.03 -0.165
C -3.13948 2.35554 -1.93729 0.11 -0.08 0.05 -1.207
S -1.54795 2.09771 -2.48894 0.00 0.21 -0.08 0.684
S -3.80902 1.24416 -0.87660 -0.06 0.02 -0.03 0.746
H -5.15069 3.77468 -0.89857 0.00 0.00 0.00 0.088
H -5.75160 2.81244 -2.27508 0.00 0.00 0.00 0.088
H -5.41646 4.55703 -2.48545 0.00 0.00 0.00 0.098
Br 5.17283 2.19836 -0.30074 -0.01 0.00 0.00 0.709
C 4.00408 1.79962 1.13296 0.01 -0.04 -0.04 -0.759
C 4.55874 1.24689 2.27993 0.01 -0.02 0.00 -0.148
C 3.74387 0.90457 3.34701 -0.01 0.01 0.00 -0.079
C 2.37540 1.11873 3.26984 0.01 0.00 -0.01 -0.071
C 1.82312 1.67823 2.12893 -0.01 -0.04 0.01 -0.147
C 2.63416 2.01884 1.05187 -0.03 0.02 0.02 -0.742
I 1.70585 2.84882 -0.61872 0.01 -0.02 -0.01 0.976
H 5.62773 1.09026 2.32744 -0.01 0.00 0.00 0.098
H 4.18389 0.47683 4.23832 0.00 0.00 0.00 0.106
H 1.72500 0.85819 4.09415 0.01 0.01 0.00 0.110
H 0.75625 1.84593 2.08026 0.01 0.03 0.00 0.062
C 3.02972 -1.37437 -0.45786 0.01 0.04 0.03 0.007
N 1.90229 -2.19226 -0.03432 0.00 0.03 -0.03 -0.137
C 2.18417 -3.55581 0.37720 0.01 -0.01 0.02 -0.015
C 0.67045 -1.73735 -0.06503 0.01 0.00 0.00 -0.257
O 0.37642 -0.56882 -0.39620 0.01 0.01 -0.05 -0.147
H 3.72270 -1.24258 0.37317 0.01 0.02 0.02 0.099
H 2.66922 -0.40438 -0.78496 -0.01 0.03 0.00 0.074
H 3.54265 -1.86999 -1.28255 0.00 0.00 0.01 0.105
H 2.84154 -3.55190 1.24727 0.00 0.00 0.00 0.099
H 2.67193 -4.09467 -0.43512 -0.01 0.00 -0.01 0.100
H 1.25682 -4.06307 0.63248 0.00 0.00 -0.01 0.098
H -0.10863 -2.45055 0.21310 0.00 0.01 0.01 0.146
```
Positions in Å, forces in eV/Å.

LUMO level, eV: -0.78
E, eV: -189880.0209

=====

Entry from the Open Molecules 2025 dataset: H2NaO as an isolated structure (ωB97M-V/def2-TZVPD).

The geometry in XYZ format:
```
4
Properties=species:S:1:pos:R:3:forces:R:3:lowdin_charge:R:1
O 0.32574 -0.06396 -0.34431 -0.62 -0.52 -0.34 -0.077
H -0.29472 0.01779 -1.10366 0.73 -0.12 0.60 0.075
H 0.77551 -0.92802 -0.48343 -0.39 0.85 0.14 0.081
Na -0.80653 0.97420 1.93140 0.28 -0.20 -0.39 0.921
```
Positions in Å, forces in eV/Å.

LUMO level, eV: -5.16
E, eV: -6490.7477
Charge: +1

=====

Entry from the Open Molecules 2025 dataset: a 2-piece molecular cluster, H2O2S2 overall at a distorted geometry (ωB97M-V/def2-TZVPD).

The geometry in XYZ format:
```
6
Properties=species:S:1:pos:R:3:forces:R:3:lowdin_charge:R:1
O -0.57281 0.84198 0.58016 1.19 -1.71 0.88 -0.601
O 0.62285 -1.69746 0.72404 0.11 -0.41 -0.13 -0.703
S 0.08497 1.90039 -0.52647 3.02 0.13 3.23 0.734
S 0.58446 -2.85978 -0.19918 -0.01 0.28 0.18 0.787
H 0.04232 0.03697 0.82757 -1.48 2.33 -1.26 0.022
H -0.76178 1.77790 -1.40613 -2.84 -0.62 -2.89 -0.240
```
Positions in Å, forces in eV/Å.

LUMO level (spin up / spin down), eV: -2.20 / -2.22
E, eV: -25794.6605
SMILES: O=S.OS

=====

Entry from the Open Molecules 2025 dataset: C2HNO3 as an isolated structure at a distorted geometry (ωB97M-V/def2-TZVPD).

The geometry in XYZ format:
```
7
Properties=species:S:1:pos:R:3:forces:R:3:lowdin_charge:R:1
C -0.80192 -0.30426 0.01033 4.06 -1.83 -0.74 -0.028
C 0.09689 0.84754 -0.03650 0.18 -0.36 -0.28 -0.419
N 1.42627 0.17044 -0.10621 -1.04 3.45 -0.17 0.118
O -0.22583 -1.45791 -0.07442 -1.82 1.17 0.08 0.064
O -0.12141 2.01315 -0.10289 0.08 0.53 0.20 0.097
O 1.36087 -1.00191 -0.09808 1.30 -3.28 0.10 0.053
H -1.73487 -0.26705 0.40777 -2.77 0.33 0.81 0.116
```
Positions in Å, forces in eV/Å.

LUMO level (spin up / spin down), eV: -1.27 / -1.07
E, eV: -9716.7714

=====

Question: Among the records above, which one has the highest E?
Answer: H2NaO